# 1
ORCA calculation (ωB97M-V/def2-TZVPD) on one molecule with the formula C4H4ClNOS in a non-equilibrium geometry.

The value obtained for the energy above the lowest of the compared OMol25 structures with the same formula, charge and spin is 383.59 kJ/mol. Its LUMO energy is -0.842 eV. The SMILES is O=CN/C(C=S)=C\Cl. The calculation puts the molecular weight at 149.6 Da. The calculation puts the gap between HOMO and LUMO at 8.027 eV.

Each line ends with the natural charge from an NBO analysis.
Cartesian coordinates (Å):
O1 1.803 1.603 -0.147  -0.657
C1 0.449 1.768 -0.424  0.522
N1 -0.438 0.881 -0.065  -0.620
C2 -0.194 -0.450 0.211  0.037
C3 1.313 -0.861 0.400  -0.311
S1 1.883 -2.071 -0.504  0.111
C4 -1.179 -1.374 0.265  -0.177
Cl1 -2.869 -0.740 -0.346  -0.076
H1 -0.211 2.836 -0.785  0.162
H2 -1.592 1.025 -0.184  0.443
H3 1.992 -0.099 0.798  0.272
H4 -0.958 -2.518 0.781  0.295

# 2
ORCA calculation (ωB97M-V/def2-TZVPD) on a 2-piece molecular cluster, C4H4ClOP overall in a non-equilibrium geometry.

The value obtained for the energy above the lowest of the compared OMol25 structures with the same formula, charge and spin is 182.43 kJ/mol. Its LUMO energy (spin up / spin down) is 0.273 / -2.971 eV. Its spin multiplicity is 3. The calculation puts the molecular weight at 134.5 Da. The calculation puts the gap between HOMO and LUMO (spin up / spin down) at 7.348 / 6.595 eV. Its expectation value of S² is 2.046.

Each line ends with the Löwdin spin population.
Cartesian coordinates (Å):
C1 -0.223 -0.678 0.088  0.200
C2 -1.187 -0.507 -0.904  0.022
C3 1.141 -0.863 0.213  0.164
C4 -2.231 -0.236 -1.489  0.137
O1 3.726 -1.511 0.257  0.554
P1 2.713 -0.974 -0.684  0.826
Cl1 2.940 1.818 0.289  0.059
H1 -0.715 -0.535 1.015  0.015
H2 1.917 1.894 1.109  0.000
H3 1.349 -1.248 1.283  0.012
H4 -2.962 0.017 -2.214  0.011

# 3
ORCA calculation (ωB97M-V/def2-TZVPD) on C4H4CrO12 as an isolated structure in a non-equilibrium geometry.

The value obtained for the energy above the lowest of the compared OMol25 structures with the same formula, charge and spin is 329.58 kJ/mol. Its LUMO energy (spin up / spin down) is 3.065 / 3.073 eV. Its spin multiplicity is 4. Its net charge is -1. The calculation puts the molecular weight at 296.1 Da. The calculation puts the gap between HOMO and LUMO (spin up / spin down) at 8.046 / 8.577 eV. Its expectation value of S² is 3.786.

Each line ends with the Löwdin spin population.
Cartesian coordinates (Å):
Cr1 0.019 0.108 0.004  2.925
O1 2.596 1.493 -2.734  0.002
C1 1.697 1.060 -1.871  0.007
O2 1.227 -0.094 -1.669  -0.026
O3 0.983 1.803 -1.222  0.035
H1 2.977 0.706 -3.130  0.000
O4 -2.465 1.602 2.739  0.003
C2 -1.583 1.050 1.923  0.007
O5 -0.901 1.691 1.103  0.033
O6 -1.373 -0.133 1.789  -0.003
H2 -2.559 2.475 2.350  0.000
O7 -2.793 -1.798 -2.148  0.001
C3 -1.753 -1.205 -1.646  0.006
O8 -1.669 0.006 -1.372  -0.016
O9 -0.868 -1.765 -1.022  0.032
H3 -3.331 -1.040 -2.388  0.000
O10 2.660 -1.411 2.584  0.003
C4 1.817 -0.916 1.781  0.005
O11 1.577 0.270 1.478  -0.030
O12 1.159 -1.534 0.929  0.015
H4 2.582 -2.366 2.522  0.000

# 4
ORCA calculation (ωB97M-V/def2-TZVPD) on C4H4CrO2 as an isolated structure in a non-equilibrium geometry.

The value obtained for the energy above the lowest of the compared OMol25 structures with the same formula, charge and spin is 44.04 kJ/mol. Its LUMO energy (spin up / spin down) is -12.225 / -11.120 eV. Its spin multiplicity is 5. Its net charge is +2. The calculation puts the molecular weight at 136.1 Da. The calculation puts the gap between HOMO and LUMO (spin up / spin down) at 5.731 / 6.840 eV. Its expectation value of S² is 6.050.

Each line ends with the Löwdin spin population.
Cartesian coordinates (Å):
H1 2.313 1.130 0.109  -0.001
O1 -1.398 1.860 0.085  -0.001
C1 -1.244 0.468 0.077  -0.002
C2 0.185 0.130 0.152  -0.009
C3 1.441 0.501 0.472  -0.008
H2 -2.327 2.075 -0.036  0.000
H3 -1.647 -0.002 -0.837  0.000
H4 -1.740 -0.022 0.933  0.000
C4 1.325 -0.709 -0.185  0.003
O2 1.792 -1.850 -0.356  -0.024
Cr1 1.299 -3.583 -0.414  4.042

# 5
ORCA calculation (ωB97M-V/def2-TZVPD) on C4H4ErLiO5 as an isolated structure in a non-equilibrium geometry.

The value obtained for the energy above the lowest of the compared OMol25 structures with the same formula, charge and spin is 162.87 kJ/mol. Its LUMO energy (spin up / spin down) is -4.996 / -6.281 eV. Its spin multiplicity is 5. Its net charge is +1. The calculation puts the molecular weight at 306.3 Da. The calculation puts the gap between HOMO and LUMO (spin up / spin down) at 6.558 / 5.295 eV. Its expectation value of S² is 6.004.

Each line ends with the Löwdin spin population.
Cartesian coordinates (Å):
O1 1.468 0.056 0.844  0.017
C1 1.078 1.264 1.129  0.002
C2 0.717 -0.337 -0.788  0.006
O2 0.673 1.583 2.238  0.003
O3 0.565 1.873 0.046  0.000
C3 0.815 1.148 -1.167  0.000
H1 0.241 -0.819 -1.653  0.005
H2 1.479 -1.123 -0.784  0.000
H3 0.047 1.456 -1.883  0.000
H4 1.810 1.398 -1.552  0.000
O4 -2.318 -0.828 -0.633  0.070
C4 -1.353 -0.814 0.193  0.018
O5 -1.443 -1.680 1.167  0.075
Li1 -0.263 -0.593 2.430  0.018
Er1 -3.516 -2.584 0.411  3.786

# 6
ORCA calculation (ωB97M-V/def2-TZVPD) on C4H4EuO2 as an isolated structure in a non-equilibrium geometry.

The value obtained for the energy above the lowest of the compared OMol25 structures with the same formula, charge and spin is 351.36 kJ/mol. Its LUMO energy (spin up / spin down) is -15.415 / -15.464 eV. Its spin multiplicity is 9. Its net charge is +3. The calculation puts the molecular weight at 236.0 Da. The calculation puts the gap between HOMO and LUMO (spin up / spin down) at 5.382 / 7.345 eV. Its expectation value of S² is 20.017.

Each line ends with the Löwdin spin population.
Cartesian coordinates (Å):
H1 0.335 -0.597 -1.671  0.011
O1 -2.986 1.344 -0.226  0.027
C1 -2.108 0.742 0.108  0.041
C2 -0.987 -0.003 0.564  0.119
C3 0.237 -0.018 -0.309  0.408
C4 0.958 -1.230 -0.625  0.212
H2 -1.188 -0.708 1.380  0.010
H3 0.877 -1.992 0.161  0.032
H4 1.979 -1.101 -0.984  0.007
O2 0.589 0.903 0.556  0.109
Eu1 2.294 2.659 1.047  7.024

# 7
ORCA calculation (ωB97M-V/def2-TZVPD) on a 2-piece molecular cluster, C4H4F2O2 overall in a non-equilibrium geometry.

The value obtained for the energy above the lowest of the compared OMol25 structures with the same formula, charge and spin is 558.23 kJ/mol. Its LUMO energy (spin up / spin down) is -3.238 / -3.660 eV. The calculation puts the molecular weight at 122.1 Da. The calculation puts the gap between HOMO and LUMO (spin up / spin down) at 4.189 / 3.390 eV.

Each line ends with the natural charge from an NBO analysis.
Cartesian coordinates (Å):
C1 2.856 1.062 -0.144  0.750
C2 0.299 -1.034 0.176  0.725
C3 -1.811 0.390 -0.200  -0.686
C4 -0.776 -0.205 0.626  -0.107
O1 1.755 1.260 0.154  -0.474
O2 1.103 -1.540 0.882  -0.515
F1 3.429 0.153 -0.868  -0.277
F2 0.464 -1.277 -1.184  -0.369
H1 -2.377 1.119 0.366  0.242
H2 -2.570 -0.307 -0.282  0.255
H3 -1.521 0.511 -1.175  0.247
H4 -0.851 -0.133 1.650  0.210

# 8
ORCA calculation (ωB97M-V/def2-TZVPD) on one molecule with the formula C4H4F2S in a non-equilibrium geometry.

The value obtained for the energy above the lowest of the compared OMol25 structures with the same formula, charge and spin is 287.12 kJ/mol. Its LUMO energy is 0.756 eV. The calculation puts the molecular weight at 122.1 Da. The calculation puts the gap between HOMO and LUMO at 9.803 eV.

Each line ends with the natural charge from an NBO analysis.
Cartesian coordinates (Å):
C1 0.951 -0.818 -0.227  -0.331
C2 -0.117 -1.632 -0.107  -0.261
C3 0.862 0.658 -0.124  0.222
C4 -1.202 0.814 0.322  0.002
F1 1.430 1.216 0.981  -0.351
F2 -1.695 1.411 -0.730  -0.349
S1 -1.612 -0.882 0.552  0.229
H1 1.994 -0.992 -0.513  0.234
H2 -0.227 -2.649 -0.174  0.224
H3 1.075 1.355 -1.073  0.196
H4 -1.459 1.520 1.091  0.184

# 9
ORCA calculation (ωB97M-V/def2-TZVPD) on one molecule with the formula C4H4F4N2O2S in a non-equilibrium geometry.

Its LUMO energy (spin up / spin down) is 0.459 / -3.176 eV. Its spin multiplicity is 3. The calculation puts the molecular weight at 220.1 Da. The calculation puts the gap between HOMO and LUMO (spin up / spin down) at 8.386 / 8.221 eV. Its expectation value of S² is 2.008.

Each line ends with the Löwdin spin population.
Cartesian coordinates (Å):
C1 -0.018 0.288 -0.118  0.019
C2 -0.882 -0.913 -0.558  0.131
C3 0.932 -0.407 0.834  0.114
C4 -2.378 -0.674 -0.366  0.013
N1 -0.448 -2.023 0.286  0.852
N2 0.482 -1.729 1.014  0.738
O1 2.033 -1.103 -1.626  0.014
O2 3.581 -1.449 0.288  0.013
F1 -3.104 -1.780 -0.493  0.002
F2 -2.650 -0.153 0.837  0.002
F3 -2.837 0.208 -1.268  0.007
F4 2.991 0.822 -0.433  0.027
S1 2.526 -0.755 -0.342  0.053
H1 0.517 0.726 -0.957  0.001
H2 -0.610 1.061 0.373  0.000
H3 -0.725 -1.213 -1.600  0.012
H4 1.329 0.086 1.710  0.003

# 10
ORCA calculation (ωB97M-V/def2-TZVPD) on C4H4F9PTl as an isolated structure in a non-equilibrium geometry.

The value obtained for the energy above the lowest of the compared OMol25 structures with the same formula, charge and spin is 93.15 kJ/mol. Its LUMO energy is -18.075 eV. Its net charge is +3. The calculation puts the molecular weight at 458.4 Da. The calculation puts the gap between HOMO and LUMO at 4.069 eV.

Each line ends with the natural charge from an NBO analysis.
Cartesian coordinates (Å):
F1 1.993 -1.118 1.338  -0.262
C1 2.232 -0.014 0.670  0.940
F2 2.417 0.970 1.515  -0.241
F3 3.462 -0.183 0.013  -0.379
C2 1.093 0.412 -0.360  0.552
F4 1.717 0.673 -1.529  -0.267
F5 0.574 1.588 0.040  -0.278
C3 -0.005 -0.664 -0.705  0.608
F6 -0.479 -0.351 -1.919  -0.244
F7 0.480 -1.882 -0.843  -0.203
C4 -1.243 -0.806 0.325  0.773
F8 -0.924 -1.042 1.547  -0.167
F9 -1.944 -1.825 -0.069  -0.170
P1 -2.541 0.767 0.338  0.057
H1 -3.505 -0.102 0.988  0.296
H2 -2.604 0.862 -1.097  0.296
H3 -1.724 1.558 1.214  0.287
H4 -3.571 1.833 0.411  0.403
Tl1 4.573 -0.675 -1.876  0.999

# 11
ORCA calculation (ωB97M-V/def2-TZVPD) on a 2-piece molecular cluster, C4H4FN overall in a non-equilibrium geometry.

The value obtained for the energy above the lowest of the compared OMol25 structures with the same formula, charge and spin is 285.18 kJ/mol. Its LUMO energy is 0.658 eV. The SMILES is N#CCF.C#C. The calculation puts the molecular weight at 85.1 Da. The calculation puts the gap between HOMO and LUMO at 11.910 eV.

Each line ends with the natural charge from an NBO analysis.
Cartesian coordinates (Å):
N1 1.286 -1.860 0.730  -0.281
C1 1.540 -0.771 0.539  0.228
C2 1.400 0.636 0.143  -0.036
F1 2.570 1.087 -0.426  -0.337
H1 1.287 1.181 1.037  0.204
H2 0.502 0.688 -0.526  0.221
C3 -2.098 0.357 -0.274  -0.260
C4 -2.168 -0.816 -0.217  -0.194
H3 -1.953 1.315 -0.611  0.222
H4 -2.367 -1.817 -0.396  0.232

# 12
ORCA calculation (ωB97M-V/def2-TZVPD) on a 2-piece molecular cluster, C4H4FNO overall in a non-equilibrium geometry.

The value obtained for the energy above the lowest of the compared OMol25 structures with the same formula, charge and spin is 529.53 kJ/mol. Its LUMO energy is -2.029 eV. The calculation puts the molecular weight at 101.1 Da. The calculation puts the gap between HOMO and LUMO at 6.830 eV.

Each line ends with the natural charge from an NBO analysis.
Cartesian coordinates (Å):
C1 -0.636 -0.156 -0.049  -0.204
C2 -0.350 1.267 -0.290  -0.059
C3 2.423 -0.248 0.165  0.837
C4 -1.873 -0.661 0.104  -0.337
N1 0.729 1.788 -0.200  -0.233
O1 3.014 -0.582 1.121  -0.516
F1 2.656 -0.700 -1.032  -0.314
H1 0.231 -0.743 0.049  0.198
H2 -1.261 1.662 -0.572  0.224
H3 -2.079 -1.580 0.500  0.205
H4 -2.854 -0.047 0.203  0.201